1.
# C7H4N2O4Tm

C7H4N2O4Tm as an isolated structure (wB97M-V/def2-TZVPD, OMol25).

Output
Energy above the lowest of the compared OMol25 structures with the same formula, charge and spin (kJ/mol): 0.0
LUMO level (spin up / spin down) (Ha): -0.532 / -0.529
Orbital gap (spin up / spin down) (eV): 6.183 / 6.275

The geometry in ORCA input format:
```
! RIJCOSX wB97M-V def2-TZVPD def2/J DEFGRID3
* xyz 3 3
O 1.10 1.38 -3.17
C 1.05 0.50 -2.43
Tm 0.53 -1.11 -0.65
O 3.83 -0.29 0.35
C 2.76 -0.58 -0.01
C 0.66 -2.67 -2.44
O 0.68 -3.45 -3.29
C 0.82 -2.97 0.86
O 0.83 -3.83 1.63
N -1.88 1.38 1.84
C -1.69 2.40 0.89
C -0.84 1.87 -0.05
N -0.52 0.56 0.32
C -1.17 0.31 1.46
H -2.45 1.43 2.69
H -2.15 3.38 0.95
H -0.44 2.29 -0.95
H -1.13 -0.62 2.00
*
```

2.
# C3HNS

An isolated molecule of C3HNS (wB97M-V/def2-TZVPD, OMol25).

Output
Energy above the lowest of the compared OMol25 structures with the same formula, charge and spin (kJ/mol): 216.0
LUMO level (Ha): -0.038
Orbital gap (eV): 8.907

The geometry in ORCA input format:
```
! RIJCOSX wB97M-V def2-TZVPD def2/J DEFGRID3
* xyz 0 1
C -0.10 -0.40 0.01
C -0.80 0.83 -0.05
C 1.02 -0.58 1.03
N -1.25 1.87 -0.20
S 1.72 -0.47 -0.50
H -0.60 -1.25 -0.30
*
```

3.
# C5H12N2O2

A 2-piece molecular cluster, C5H12N2O2 overall (wB97M-V/def2-TZVPD, OMol25).

Output
Energy above the lowest of the compared OMol25 structures with the same formula, charge and spin (kJ/mol): 348.3
LUMO level (Ha): 0.031
SMILES: C=C(N)N(C)O.CC=O
Orbital gap (eV): 8.980

The geometry in ORCA input format:
```
! RIJCOSX wB97M-V def2-TZVPD def2/J DEFGRID3
* xyz 0 1
C 1.42 0.75 0.77
N 0.64 -0.05 -0.16
C 0.11 0.62 -1.28
N -0.34 1.91 -0.99
C 0.07 0.09 -2.51
O 1.28 -1.26 -0.46
H 1.99 -1.09 -1.11
H -0.89 2.30 -1.74
H -0.82 1.97 -0.10
H 0.74 1.39 1.33
H 2.16 1.37 0.26
H 1.91 0.07 1.46
H -0.40 0.62 -3.31
H 0.46 -0.88 -2.73
C -0.94 -1.59 1.87
C -1.47 -0.46 1.05
O -1.59 0.68 1.43
H -1.86 -0.78 0.06
H -0.19 -2.13 1.29
H -0.52 -1.23 2.80
H -1.76 -2.28 2.08
*
```

4.
# C4H6O

An isolated molecule of C4H6O (wB97M-V/def2-TZVPD, OMol25).

Output
Energy above the lowest of the compared OMol25 structures with the same formula, charge and spin (kJ/mol): 225.1
LUMO level (Ha): 0.036
SMILES: C=C1C[C@@H]1O
Orbital gap (eV): 10.712

The geometry in ORCA input format:
```
! RIJCOSX wB97M-V def2-TZVPD def2/J DEFGRID3
* xyz 0 1
C -0.57 0.05 -0.08
C -1.52 -0.79 -0.10
C 0.25 1.28 -0.19
C 0.84 0.09 0.49
O 1.79 -0.66 -0.25
H -1.45 -1.69 0.45
H -2.40 -0.54 -0.55
H 0.63 1.44 -1.12
H 0.05 2.12 0.31
H 0.90 0.20 1.51
H 1.47 -1.50 -0.47
*
```